(1)
Molecular formula: C3H10NO2
Method: DFT, ωB97M-V with the def2-TZVPD basis set

CARTESIAN COORDINATES (ANGSTROEM)
O1 0.96461 0.06322 -2.27396
O2 -0.52557 1.59872 2.80594
N1 0.12709 0.25250 0.33689
C1 -0.86747 -0.19081 -0.62338
C2 1.15448 -0.78098 0.60897
C3 -0.36615 -0.11256 -2.11214
H1 -1.79914 0.35590 -0.42520
H2 -0.61551 1.08487 1.95462
H3 -1.18703 -1.23074 -0.42862
H4 0.61344 1.04705 -0.05070
H5 1.86936 -0.34673 1.31306
H6 0.07177 1.08064 3.34989
H7 -0.75224 -0.96258 -2.71786
H8 1.64341 -1.06304 -0.31989
H9 -0.92260 0.81082 -2.46216
H10 0.59154 -1.60627 1.04453

Output
E_LUMO ... 4.03 eV
Largest force on an atom ... 0.034 Eh/bohr
Net charge ... -1
Frontier orbital gap ... 6.406 eV
Energy relative to the best compared isomer or geometry (same formula, charge and spin) ... 114.7 kJ/mol

***

(2)
Molecular formula: C17H22Cl2N3S2Tc
Method: DFT, ωB97M-V with the def2-TZVPD basis set

CARTESIAN COORDINATES (ANGSTROEM)
Tc1 0.12427 0.27889 0.18123
Cl1 -0.08983 -1.37485 2.14610
Cl2 4.39042 1.31910 3.50151
S1 2.02613 0.84634 1.51082
S2 -0.83481 1.58462 -1.58974
N1 1.60066 0.84786 -1.19531
N2 -1.06811 1.68606 1.17062
N3 -1.80777 -0.66858 -0.19765
C1 3.57133 0.93645 -3.14255
C2 3.22170 0.11052 3.82869
C3 1.31766 -1.88878 4.40448
C4 2.78470 -0.20186 -2.99083
C5 -0.85015 3.05375 0.64592
C6 1.80880 -0.19954 -2.01077
C7 -2.76400 -0.15409 0.84160
C8 2.39633 -1.65603 5.25885
C9 2.38179 1.92493 -1.32124
C10 2.14296 -0.08242 2.93163
C11 -2.42558 0.79361 -1.99234
C12 1.24513 -1.09347 3.29198
C13 -2.52655 1.29091 1.26634
C14 3.36218 2.01039 -2.29439
C15 -1.33198 3.12920 -0.77129
C16 3.33051 -0.67457 4.97556
C17 -2.25537 -0.63197 -1.59458
H1 -3.10419 1.99847 0.67409
H2 -3.79391 -0.29172 0.50237
H3 -2.60626 0.84036 -3.06977
H4 4.33558 0.97842 -3.90728
H5 -2.39858 3.30058 -0.90937
H6 4.16339 -0.50220 5.64338
H7 -3.15985 -1.22701 -1.75158
H8 1.15159 -1.05981 -1.88054
H9 -1.45533 -1.09515 -2.17776
H10 -1.74585 -1.66549 0.01522
H11 -2.63861 -0.79652 1.71132
H12 -1.30569 3.80407 1.29855
H13 -3.24755 1.32054 -1.51186
H14 2.49218 -2.26129 6.14909
H15 2.21992 2.73221 -0.61931
H16 -2.85469 1.41502 2.29812
H17 2.91206 -1.06991 -3.62106
H18 0.23001 3.21275 0.67624
H19 0.59721 -2.66111 4.62821
H20 -0.83431 3.96738 -1.26319
H21 -0.73592 1.74634 2.13385
H22 3.95896 2.90798 -2.36951

Output
E_LUMO (spin up / spin down) ... -10.24 / -12.11 eV
2S+1 ... 2
Largest force on an atom ... 0.026 Eh/bohr
Net charge ... +3
Frontier orbital gap (spin up / spin down) ... 7.594 / 5.911 eV

***

(3)
Molecular formula: CH5NO
Method: DFT, ωB97M-V with the def2-TZVPD basis set

CARTESIAN COORDINATES (ANGSTROEM)
O1 1.80041 -0.67314 -0.02072
N1 2.70345 0.11709 0.16254
C1 -1.41632 -0.09341 0.05702
H1 -1.94856 0.69023 -0.47218
H2 -0.40683 0.25394 0.13179
H3 2.54157 0.97027 -0.41018
H4 -1.45707 -1.03828 -0.50600
H5 -1.81665 -0.22670 1.05773

Output
E_LUMO ... -0.48 eV
Largest force on an atom ... 0.031 Eh/bohr
Frontier orbital gap ... 9.290 eV
SMILES ... N=O.C
Energy relative to the best compared isomer or geometry (same formula, charge and spin) ... 259.7 kJ/mol

***

(4)
Molecular formula: C4H11BiCl2Tl
Method: DFT, ωB97M-V with the def2-TZVPD basis set

CARTESIAN COORDINATES (ANGSTROEM)
Bi1 -1.28015 -0.30199 0.01304
Tl1 2.11974 -0.04761 0.27968
Cl1 -2.84640 -0.91277 1.82162
Cl2 0.81209 -2.30168 0.05834
C1 -2.47644 -1.56126 -1.41073
C2 -1.94228 1.83758 -0.61282
C3 2.04528 0.13958 2.43861
C4 3.55950 0.42720 -1.04665
H1 -3.44851 -1.76375 -0.94063
H2 2.68356 0.98202 2.73154
H3 3.93916 -0.33819 -1.76005
H4 1.00502 0.29299 2.76073
H5 -2.58774 -1.03989 -2.37128
H6 -2.19227 1.81912 -1.67785
H7 -1.90801 -2.49022 -1.55049
H8 -2.80554 2.11548 0.00460
H9 -1.08686 2.49383 -0.42277
H10 3.95488 1.46022 -1.14491
H11 2.45496 -0.81065 2.83005

Output
E_LUMO (spin up / spin down) ... 2.92 / 2.92 eV
Largest force on an atom ... 0.028 Eh/bohr
Net charge ... -1
Frontier orbital gap (spin up / spin down) ... 6.082 / 6.083 eV

***

Which of these has the highest largest force on an atom?
C3H10NO2

***

Number 1 is which compound?
C3H10NO2

***

What did the first record say?
Molecular formula: C3H10NO2
Method: DFT, ωB97M-V with the def2-TZVPD basis set

CARTESIAN COORDINATES (ANGSTROEM)
O1 0.96461 0.06322 -2.27396
O2 -0.52557 1.59872 2.80594
N1 0.12709 0.25250 0.33689
C1 -0.86747 -0.19081 -0.62338
C2 1.15448 -0.78098 0.60897
C3 -0.36615 -0.11256 -2.11214
H1 -1.79914 0.35590 -0.42520
H2 -0.61551 1.08487 1.95462
H3 -1.18703 -1.23074 -0.42862
H4 0.61344 1.04705 -0.05070
H5 1.86936 -0.34673 1.31306
H6 0.07177 1.08064 3.34989
H7 -0.75224 -0.96258 -2.71786
H8 1.64341 -1.06304 -0.31989
H9 -0.92260 0.81082 -2.46216
H10 0.59154 -1.60627 1.04453

Output
E_LUMO ... 4.03 eV
Largest force on an atom ... 0.034 Eh/bohr
Net charge ... -1
Frontier orbital gap ... 6.406 eV
Energy relative to the best compared isomer or geometry (same formula, charge and spin) ... 114.7 kJ/mol